[1]
{
  "formula": "H16O7S",
  "method": "ωB97M-V/def2-TZVPD",
  "elements": ["S", "O", "O", "O", "O", "O", "O", "O", "H", "H", "H", "H", "H", "H", "H", "H", "H", "H", "H", "H", "H", "H", "H", "H"],
  "positions_angstrom": [[0.8639, -1.4917, 2.0218], [-2.0317, 1.0098, 0.4629], [1.3254, 2.6799, 1.0968], [-0.2902, 1.5842, 2.6069], [1.7022, 0.4704, -0.4716], [0.4932, -0.4153, -2.3678], [-1.2350, 1.4596, -1.4497], [-0.9393, -1.5011, -0.3383], [0.1439, 0.7495, 2.6679], [-1.4142, 1.4277, -0.1660], [0.5529, -4.3379, -0.2692], [1.2592, 2.0264, 0.3816], [1.3590, 0.1334, -1.4026], [1.8757, -0.3170, 0.0298], [0.6973, -4.1994, -0.9816], [-1.4876, 2.1777, -2.0316], [-2.0959, 0.1320, 0.0793], [-0.2369, -1.8423, 0.2247], [-1.1089, 1.5012, 2.0549], [0.9143, -0.6709, -3.1958], [-0.7098, 0.8425, -2.0189], [-0.4717, -1.2447, -1.1571], [0.8690, 2.2583, 1.8607], [-0.0346, -2.4322, 2.3627]],
  "atomic_forces_ev_per_a": [[0.0, 0.3, -0.3], [-1.4, -0.5, 3.8], [0.7, 0.3, -0.5], [-1.3, 1.0, 0.7], [0.0, 0.5, -0.1], [-0.4, 0.0, 0.2], [1.5, 0.6, -4.7], [-0.5, -0.1, 0.3], [-0.1, -1.1, 0.1], [0.0, 0.2, 0.6], [0.0, 0.0, 0.1], [0.1, 0.0, 0.0], [-0.2, 0.0, -0.2], [0.5, -0.5, 0.4], [0.0, 0.0, -0.1], [-0.1, 0.3, 0.0], [-0.1, -0.3, 0.3], [0.2, -0.6, -0.1], [0.7, -0.5, 0.1], [0.0, 0.0, 0.1], [0.3, -0.1, 0.3], [0.4, 0.3, -0.6], [-0.1, 0.4, -0.3], [-0.1, 0.0, 0.0]],
  "lowdin_charge": [0.731, -0.061, -0.015, -0.058, -0.058, -0.250, -0.001, -0.065, -0.071, -0.085, 0.020, -0.010, -0.007, -0.044, 0.034, 0.099, 0.021, -0.119, 0.058, 0.023, 0.053, 0.007, -0.029, -0.174],
  "homo_lumo_gap_ev": 3.616,
  "homo_ev": -10.13
}

[2]
{
  "formula": "H16O8",
  "method": "ωB97M-V/def2-TZVPD",
  "elements": ["O", "O", "O", "O", "O", "O", "O", "O", "H", "H", "H", "H", "H", "H", "H", "H", "H", "H", "H", "H", "H", "H", "H", "H"],
  "positions_angstrom": [[-2.0041, 0.0701, -2.3640], [-1.6862, 0.9786, 3.0837], [0.2944, -0.5430, 0.9366], [-0.3129, -3.1815, -0.9609], [2.9164, -2.7186, 1.0558], [1.4187, -0.1498, -2.7542], [-0.6787, 1.9727, -0.4303], [-0.3304, 3.1284, 2.1894], [-0.0942, 2.5194, 1.4898], [1.7995, 0.1650, -3.5740], [2.1081, -2.9702, 1.5027], [0.1630, 2.3169, -0.7291], [0.1003, -3.8605, -1.4943], [-0.6319, -2.5392, -1.5949], [1.1160, 0.6425, -2.3104], [-0.4469, 2.5741, 2.9610], [-1.0139, 0.2989, 3.0358], [3.4577, -2.3270, 1.7413], [-1.2942, 2.6932, -0.5655], [0.8266, -1.0776, 0.3472], [-1.8172, 0.5030, -1.5310], [-2.4084, 0.6395, 2.5549], [0.0955, 0.2454, 0.4316], [-1.5774, 0.6199, -3.0212]],
  "atomic_forces_ev_per_a": [[-0.6, -0.7, -0.2], [-0.2, -0.2, 0.6], [-0.1, -0.2, 0.7], [0.0, -0.3, 0.4], [0.2, -0.2, -0.2], [0.1, -1.0, -0.1], [-0.4, -1.2, 0.6], [0.5, 1.0, 0.4], [-0.2, -0.2, -0.4], [0.1, 0.2, -0.3], [-0.3, 0.0, 0.0], [1.1, 0.4, -0.7], [0.2, -0.1, -0.1], [-0.1, 0.5, -0.2], [-0.3, 0.7, 0.3], [-0.3, -0.1, 0.0], [0.3, -0.4, -0.3], [0.1, 0.2, 0.1], [-0.5, 0.7, -0.1], [0.2, -0.3, -0.3], [0.3, 0.3, 0.3], [-0.1, 0.0, -0.3], [-0.3, 0.5, -0.3], [0.3, 0.3, -0.1]],
  "lowdin_charge": [-0.122, -0.071, -0.094, -0.076, -0.062, -0.175, -0.218, -0.118, -0.034, -0.005, 0.025, -0.039, 0.024, 0.015, -0.050, -0.012, 0.024, 0.027, 0.011, -0.003, -0.035, 0.038, -0.036, -0.014],
  "total_charge": -1,
  "spin_multiplicity": 2,
  "homo_lumo_gap_ev": [3.073, 10.440],
  "homo_ev": [0.04, -7.39]
}

[3]
{
  "formula": "H16O8",
  "method": "ωB97M-V/def2-TZVPD",
  "elements": ["O", "O", "O", "O", "O", "O", "O", "O", "H", "H", "H", "H", "H", "H", "H", "H", "H", "H", "H", "H", "H", "H", "H", "H"],
  "positions_angstrom": [[-0.5059, -3.7695, -0.7926], [0.8070, 2.8755, 0.9956], [-1.3082, -0.2580, -0.3448], [1.8924, 0.6384, -0.1031], [-1.0016, 2.7163, -1.2453], [0.5339, -0.3822, -2.1949], [0.7735, -2.1946, 1.5210], [-0.6794, 0.5963, 2.5343], [-0.8407, 2.7096, -2.1899], [0.7859, -1.2079, -2.6065], [-1.4899, 1.8868, -0.9756], [0.4329, -1.2823, 1.3514], [-0.4848, -3.0983, -0.0136], [-2.0691, -0.8674, -0.5502], [1.1787, -0.0733, -1.5279], [-1.0832, 0.0106, 3.1695], [-0.5908, -0.2853, -1.0000], [-0.9682, -3.2544, -1.4010], [0.4062, 2.5505, 1.8054], [1.3907, 1.2885, 0.4427], [-1.1777, 0.4611, 1.7440], [1.2916, -2.3327, 0.6461], [2.6880, 0.3571, 0.3745], [0.0190, 2.9149, 0.3612]],
  "atomic_forces_ev_per_a": [[1.1, 0.9, 3.5], [-1.6, -0.2, -1.1], [-2.0, -0.3, 1.1], [0.1, -0.5, 0.1], [-0.8, -0.9, 1.1], [-0.5, 0.4, -0.2], [0.8, 0.7, -2.9], [0.7, 0.4, 0.6], [0.0, -0.3, -0.1], [0.4, -0.1, 0.2], [0.8, 1.0, -0.9], [0.2, -0.7, 0.5], [0.2, -1.9, -1.3], [1.6, 1.0, -0.1], [0.5, -0.2, -0.1], [-0.1, -0.2, 0.4], [-0.2, -0.6, -0.8], [-1.3, 1.0, -2.1], [-0.1, 0.0, 0.5], [0.6, 0.2, -0.2], [-0.6, -0.2, -1.2], [-1.0, 0.1, 2.3], [-0.5, 0.3, -0.1], [1.5, 0.2, 0.7]],
  "lowdin_charge": [-0.067, -0.072, -0.087, -0.066, -0.064, -0.056, -0.106, -0.029, 0.052, 0.062, 0.053, 0.004, 0.051, 0.088, 0.011, 0.049, -0.032, -0.027, 0.024, 0.016, -0.008, 0.081, 0.074, 0.049],
  "homo_lumo_gap_ev": 11.504,
  "smiles": "O.O.O.O.O.O.O.O",
  "homo_ev": -11.45
}

[4]
{
  "formula": "H16O8",
  "method": "ωB97M-V/def2-TZVPD",
  "elements": ["O", "O", "O", "O", "O", "O", "O", "O", "H", "H", "H", "H", "H", "H", "H", "H", "H", "H", "H", "H", "H", "H", "H", "H"],
  "positions_angstrom": [[-0.9922, 0.1453, 2.2684], [-0.5352, -2.1157, -2.4756], [-2.9702, -1.8747, 2.3704], [0.8177, 2.1663, -0.9096], [-1.5133, 1.5393, -2.1146], [3.9678, 0.9573, -0.9556], [1.5538, -2.0127, 1.6344], [0.2708, -0.5257, -0.3046], [1.2058, 3.0113, -0.5566], [-0.4583, 0.8973, 2.1084], [1.1938, -1.4647, 0.9714], [0.7578, -2.4467, 1.9754], [-2.1832, -1.3317, 2.2654], [-3.0912, -2.2817, 1.5064], [-0.2512, -1.4867, -1.8316], [4.2918, 1.8163, -0.7206], [-1.9102, 1.5003, -1.2676], [0.0027, 2.3003, -1.4266], [-0.3642, -0.2437, 0.3254], [0.7058, 0.2923, -0.6406], [-1.6492, 2.3803, -2.5386], [-1.4293, -1.9677, -2.6206], [-0.7572, -0.0277, 3.1924], [3.3378, 0.7733, -0.2556]],
  "atomic_forces_ev_per_a": [[-0.4, -0.8, 0.9], [2.1, -1.4, -0.6], [-0.1, -0.2, -0.1], [0.8, 1.1, 0.9], [1.2, -0.6, -1.3], [-0.2, -0.5, -0.1], [0.2, -1.3, 1.8], [1.3, 0.2, -1.3], [-0.9, -1.3, -0.9], [0.8, 1.4, -0.6], [-0.5, 1.2, -1.7], [0.4, -0.1, 0.0], [-0.1, 0.1, -0.1], [0.0, -0.1, 0.1], [0.3, 0.7, 0.9], [0.4, 0.7, 0.0], [-0.9, 0.3, 1.1], [0.4, 0.1, 0.2], [-1.0, 0.4, 1.0], [-0.4, -0.4, 0.3], [-0.6, 0.5, 0.0], [-2.5, 0.5, -0.4], [-0.2, -0.4, -0.1], [-0.2, -0.3, 0.0]],
  "lowdin_charge": [-0.033, -0.024, -0.057, -0.082, -0.007, -0.040, -0.050, -0.044, 0.085, 0.039, -0.059, 0.037, -0.028, 0.037, -0.034, 0.018, 0.038, 0.003, 0.002, 0.048, 0.058, -0.012, 0.086, 0.021],
  "homo_lumo_gap_ev": 10.265,
  "smiles": "O.O.O.O.O.O.O.O",
  "homo_ev": -10.67
}

[5]
{
  "formula": "H16O8",
  "method": "ωB97M-V/def2-TZVPD",
  "elements": ["O", "O", "O", "O", "O", "O", "O", "O", "H", "H", "H", "H", "H", "H", "H", "H", "H", "H", "H", "H", "H", "H", "H", "H"],
  "positions_angstrom": [[0.4201, -0.5904, -0.0975], [1.6054, 2.3339, 0.9845], [-4.6475, 2.5326, 1.1640], [-0.4231, 3.9885, -0.7321], [-1.9193, -1.8128, 2.0579], [-0.5746, -3.8454, -0.2706], [1.5362, -0.7614, -2.2027], [3.6147, -2.0827, -0.5109], [0.0035, 4.7994, -1.0313], [-0.6076, 3.5065, -1.5461], [1.9089, -1.0196, -3.0532], [-0.4332, -0.2555, 0.2001], [-0.9831, -1.5856, 2.0280], [1.1522, 1.5625, 0.6259], [1.1507, 0.1061, -2.3693], [-1.0336, -3.5543, -1.0665], [-2.0824, -2.0133, 2.9865], [0.7398, 0.0877, -0.7034], [-0.5090, -4.8014, -0.3741], [4.5104, -2.0717, -0.8666], [3.6973, -2.5686, 0.3174], [-3.7662, 2.2105, 0.9438], [1.1240, 2.5328, 1.7954], [-4.4836, 3.3022, 1.7208]],
  "atomic_forces_ev_per_a": [[-0.6, 0.7, 0.9], [0.0, 0.0, 0.1], [0.2, 0.1, 0.1], [-0.1, 0.0, -0.3], [0.0, 0.2, 0.2], [-0.1, -0.3, -0.1], [0.3, 0.1, -1.0], [0.3, -0.1, 0.0], [0.0, -0.1, 0.1], [0.0, 0.1, 0.1], [0.1, 0.0, 0.1], [-0.2, -0.1, 0.1], [0.1, -0.2, -0.1], [0.1, -0.1, 0.2], [0.1, -0.1, -0.5], [0.1, 0.1, 0.1], [0.0, 0.0, -0.1], [0.0, -0.5, 0.4], [0.0, 0.1, 0.0], [-0.1, 0.0, 0.0], [-0.1, 0.1, -0.1], [-0.1, 0.0, 0.0], [0.1, 0.0, -0.1], [-0.1, -0.1, -0.1]],
  "lowdin_charge": [-0.054, -0.059, -0.062, -0.062, -0.060, -0.058, -0.063, -0.056, 0.038, 0.029, 0.057, 0.038, 0.020, -0.008, 0.038, 0.034, 0.035, -0.001, 0.029, 0.030, 0.035, 0.028, 0.038, 0.033],
  "homo_lumo_gap_ev": 11.033,
  "smiles": "O.O.O.O.O.O.O.O",
  "homo_ev": -10.89
}

One value per record, in order, for energy relative to the best compared isomer or geometry (same formula, charge and spin): 967.7; 37.2; 161.1; 249.5; 352.3 kJ/mol.
One value per record, in order, for largest force on an atom: 4.9; 1.4; 3.8; 2.6; 1.3 eV/Å.